The following is a DFT calculation (ωB97M-V with the def2-TZVPD basis set) of a structure of composition C25H37Cl2N6O8RbS.

Summary:
LUMO   -0.10 eV
ΔE to the lowest compared entry with this formula, charge and spin   8.6 kcal/mol
Calculated total energy   -3247.9774 Ha

Each line ends with the Mulliken charge.
Positions of all 80 atoms, in Å:
Rb (-0.136440, -0.123430, -0.271614)  0.8265
C (1.441476, 1.630092, 4.721386)  -1.0539
N (0.305697, 2.385704, 4.211602)  0.1514
C (-0.304170, 3.310444, 5.148610)  -1.1094
C (-0.058608, 2.273164, 2.918964)  1.1715
O (0.474780, 1.477946, 2.149301)  -0.7240
C (-1.196817, 3.182384, 2.430190)  -1.2242
O (-1.446384, 3.041426, 1.062389)  -0.2827
C (-0.480499, 3.679813, 0.242635)  -0.5490
C (-0.935525, 3.434076, -1.193882)  0.0721
O (-0.650736, 2.362859, -1.719546)  -0.4335
N (-1.682454, 4.356993, -1.823924)  0.1887
C (-2.061177, 5.637946, -1.247172)  -1.0894
C (-2.273148, 3.979972, -3.104880)  -0.9682
H (1.112628, 0.940568, 5.500056)  0.3453
H (2.179989, 2.316731, 5.140090)  0.3924
H (1.890227, 1.059831, 3.915950)  0.2763
H (-0.393867, 2.820742, 6.118496)  0.3673
H (-1.301537, 3.602771, 4.835890)  0.3987
H (0.305962, 4.209120, 5.275275)  0.3151
H (-0.970663, 4.227389, 2.680620)  0.4668
H (-2.118268, 2.906320, 2.946261)  0.4175
H (0.502546, 3.218599, 0.361055)  0.3597
H (-0.414752, 4.737636, 0.511390)  0.3493
H (-1.222153, 6.114103, -0.746626)  0.3471
H (-2.891940, 5.539613, -0.544453)  0.2918
H (-2.369285, 6.298517, -2.054172)  0.4636
H (-2.530002, 2.922530, -3.094264)  0.2548
H (-1.582398, 4.167859, -3.929583)  0.2441
H (-3.176816, 4.565661, -3.258095)  0.4413
O (1.906304, -1.667109, 0.970136)  -0.4443
C (3.055383, -1.997396, 0.702939)  -0.6145
C (3.822512, -1.696965, -0.483862)  0.7281
C (5.080837, -2.304780, -0.544660)  -0.3836
C (5.908659, -2.119225, -1.620163)  -0.5929
C (5.512644, -1.292883, -2.692744)  -0.4718
C (4.302888, -0.675853, -2.659289)  -0.4715
C (3.373031, -0.827744, -1.559473)  -0.0438
O (2.269760, -0.236652, -1.572501)  -0.2589
N (7.200318, -2.772454, -1.654365)  1.0207
O (7.518011, -3.477703, -0.710801)  -0.6500
O (7.902721, -2.593484, -2.635894)  -0.6504
H (3.607300, -2.620491, 1.433698)  0.2603
H (5.412414, -2.940332, 0.267364)  0.4821
H (6.188962, -1.162494, -3.525947)  0.5051
H (3.989838, -0.027064, -3.467901)  0.4419
Cl (-2.819300, -3.747861, 1.872058)  -0.1638
C (-2.671520, -2.186457, 2.688742)  -0.1634
Cl (-2.770982, -0.834483, 1.539589)  -0.0566
H (-1.697666, -2.127602, 3.164436)  0.0814
H (-3.495067, -2.087991, 3.385523)  0.3794
S (-2.939718, -0.437250, -2.648332)  -0.3806
C (-1.563536, -0.670456, -3.612942)  0.1109
N (-0.598626, 0.251464, -3.682891)  0.1816
C (0.622936, 0.106716, -4.460367)  -0.7776
C (0.987504, -1.363177, -4.550229)  0.2134
C (-0.199502, -2.156522, -5.069048)  -0.8375
N (-1.407370, -1.787501, -4.342442)  -0.0973
H (-0.741263, 1.089163, -3.134621)  0.1140
H (1.406424, 0.655616, -3.940546)  0.4369
H (0.490379, 0.535231, -5.460811)  0.3638
H (1.267017, -1.703125, -3.553883)  -0.4900
H (1.844289, -1.504446, -5.209155)  0.4747
H (-0.036448, -3.226548, -4.930162)  0.4120
H (-0.338574, -1.975322, -6.139673)  0.3571
H (-2.129479, -2.473796, -4.206145)  0.2948
C (-0.390206, -5.645697, -2.022306)  -0.3770
C (-1.577460, -4.957960, -1.824428)  -0.7259
C (-1.520289, -3.605739, -1.518858)  -0.6187
N (-0.376015, -2.931408, -1.405085)  0.7739
C (0.759009, -3.607018, -1.578320)  -0.3276
C (0.805422, -4.956516, -1.896100)  -1.0586
H (-0.396522, -6.700570, -2.266215)  0.4067
H (-2.535189, -5.455486, -1.898895)  0.4749
H (-2.426504, -3.028178, -1.369925)  0.5666
H (1.674739, -3.037205, -1.463908)  0.3000
H (1.758868, -5.447942, -2.035056)  0.5039
O (0.316942, -1.262957, 3.260488)  -0.6591
H (0.232716, -0.350558, 2.946885)  0.2664
H (0.897543, -1.665864, 2.587938)  0.4576

Forces on atoms 1 to 2 (eV/Å):
0.000 0.032 -0.154
-0.023 -0.025 0.027